Entry 1:
C26H21Cl5MnN5O4S | ωB97M-V/def2-TZVPD

## Properties
2S+1: 4
Lowest unoccupied orbital energy (alpha / beta), eV: -5.7 / -4.5
⟨S²⟩: 3.99
Total charge: +1
Frontier orbital gap (alpha / beta), eV: 5.27 / 6.47

XYZ file:
```
63
Properties=species:S:1:pos:R:3:nbo_charge:R:1
Mn 0.432 -0.069 0.186 1.322
Cl -2.892 1.905 0.194 0.057
C -2.382 0.840 1.466 0.017
C -1.207 0.123 1.354 -0.239
C -0.760 -0.540 2.470 0.021
Cl 0.811 -1.270 2.223 0.222
C -1.418 -0.592 3.675 -0.119
Cl -0.725 -1.415 5.001 0.108
C -2.644 0.064 3.752 -0.060
Cl -3.529 0.023 5.212 0.109
C -3.123 0.785 2.648 -0.095
Cl -4.611 1.623 2.765 0.098
C -3.573 5.223 4.614 -0.641
C -2.417 4.518 3.948 0.040
C -2.170 4.669 2.584 -0.209
C -1.102 4.028 1.973 -0.204
C -0.278 3.218 2.743 -0.307
C -0.505 3.043 4.105 -0.191
C -1.570 3.697 4.696 -0.219
S 1.156 2.439 2.094 2.321
O 2.173 3.425 1.914 -0.908
O 1.440 1.317 2.936 -0.952
N 0.779 1.807 0.567 -0.888
C 0.918 2.638 -0.594 0.117
C 1.243 3.973 -0.688 -0.201
C 1.366 4.601 -1.943 -0.171
C 1.198 3.918 -3.106 -0.187
C 0.866 2.553 -3.047 -0.095
C 0.749 1.732 -4.188 -0.053
C 0.449 0.410 -4.043 -0.268
C 0.237 -0.112 -2.766 0.146
N 0.333 0.627 -1.676 -0.455
C 0.685 1.952 -1.793 0.200
H -4.201 5.735 3.887 0.223
H -3.207 5.962 5.332 0.236
H -4.193 4.512 5.167 0.230
H -2.824 5.301 1.990 0.224
H -0.929 4.153 0.910 0.231
H 0.155 2.406 4.686 0.249
H -1.751 3.575 5.760 0.227
H 1.449 4.548 0.195 0.262
H 1.624 5.653 -1.969 0.236
H 1.320 4.399 -4.069 0.232
H 0.915 2.161 -5.170 0.236
H 0.361 -0.251 -4.893 0.246
H -0.044 -1.138 -2.648 0.242
O 2.337 -0.746 -0.348 -0.637
C 1.836 -1.867 -0.627 0.688
C 2.505 -3.131 -1.065 -0.510
C 1.311 -4.084 -1.217 -0.511
C 0.074 -3.228 -0.965 0.713
O -1.068 -3.573 -1.109 -0.558
N 0.503 -1.953 -0.555 -0.698
H 3.240 -3.448 -0.325 0.265
H 3.044 -2.948 -1.996 0.262
H 1.318 -4.885 -0.478 0.260
H 1.236 -4.553 -2.196 0.258
N -2.512 -1.271 -2.741 -0.686
N -2.381 -1.001 -1.323 -0.698
H -3.304 -0.782 -3.123 0.359
H -2.633 -2.262 -2.880 0.365
H -2.394 -1.869 -0.816 0.380
H -3.095 -0.374 -1.020 0.358
```

---

Entry 2:
C26H21F4InN5O2 | ωB97M-V/def2-TZVPD

## Properties
Lowest unoccupied orbital energy, eV: -4.1
Total charge: +1
Frontier orbital gap, eV: 6.17

XYZ file:
```
59
Properties=species:S:1:pos:R:3:nbo_charge:R:1
In 0.529 0.501 -0.714 1.895
O 1.675 -0.244 6.233 -0.703
C 0.858 0.575 5.792 0.727
O 0.045 1.359 6.301 -0.702
C 0.836 0.618 4.237 0.024
C -0.034 1.464 3.561 -0.185
C -0.074 1.428 2.182 0.165
N 0.698 0.590 1.486 -0.578
C 1.581 -0.182 2.119 0.156
C 1.685 -0.192 3.493 -0.186
C 2.457 -0.953 1.219 0.220
C 3.222 -2.023 1.661 -0.200
C 4.044 -2.678 0.767 -0.098
C 4.102 -2.243 -0.550 -0.236
C 3.308 -1.185 -0.923 0.059
N 2.491 -0.547 -0.060 -0.549
C -0.859 2.373 1.365 0.211
C -1.882 3.145 1.899 -0.200
C -2.481 4.106 1.113 -0.107
C -2.043 4.288 -0.191 -0.239
C -1.055 3.457 -0.666 0.059
N -0.475 2.505 0.086 -0.530
H -0.631 2.144 4.155 0.272
H 2.409 -0.790 4.033 0.272
H 3.162 -2.343 2.691 0.258
H 4.639 -3.520 1.094 0.247
H 4.747 -2.718 -1.274 0.248
H 3.332 -0.811 -1.933 0.201
H -2.200 2.992 2.920 0.255
H -3.272 4.724 1.519 0.246
H -2.457 5.061 -0.823 0.247
H -0.686 3.568 -1.672 0.196
C 1.413 -0.390 -3.536 -0.423
N 0.406 0.580 -3.052 -0.511
C 0.606 1.889 -3.706 -0.421
C -0.989 0.063 -3.264 -0.247
C -1.902 0.416 -2.083 -0.241
N -1.398 -0.202 -0.867 -0.874
C -1.838 -1.478 -0.528 0.120
C -0.949 -2.480 -0.157 0.238
F 0.385 -2.220 -0.277 -0.324
C -1.345 -3.727 0.276 0.369
F -0.405 -4.619 0.594 -0.293
C -2.684 -4.046 0.359 -0.344
C -3.591 -3.071 -0.011 0.369
F -4.897 -3.321 0.056 -0.285
C -3.187 -1.822 -0.443 0.271
F -4.116 -0.895 -0.725 -0.302
H 1.282 -0.579 -4.604 0.223
H 2.409 0.019 -3.382 0.206
H 1.313 -1.331 -2.996 0.223
H 0.605 1.772 -4.792 0.219
H -0.198 2.562 -3.431 0.213
H 1.557 2.322 -3.400 0.218
H -1.388 0.485 -4.190 0.221
H -0.942 -1.020 -3.373 0.221
H -1.874 1.499 -1.971 0.193
H -2.930 0.144 -2.311 0.248
H -3.015 -5.017 0.697 0.267
```

---

Entry 3:
C26H21IrO6 | ωB97M-V/def2-TZVPD

## Properties
2S+1: 2
Lowest unoccupied orbital energy (alpha / beta), eV: -4.8 / -4.7
⟨S²⟩: 0.78
Total charge: +1
Frontier orbital gap (alpha / beta), eV: 4.40 / 6.68
Energy relative to the best compared isomer or geometry (same formula, charge and spin), eV: 0.000

XYZ file:
```
54
Properties=species:S:1:pos:R:3:nbo_charge:R:1
Ir -0.316 2.012 0.221 1.115
C -1.951 3.466 0.541 -0.215
C -1.735 2.632 1.698 -0.287
C -0.415 2.845 2.180 -0.155
C 0.239 3.723 1.242 -0.189
C -0.748 4.127 0.233 -0.225
H -2.851 3.510 -0.054 0.279
H -2.446 1.975 2.175 0.278
H 0.048 2.344 3.017 0.286
H 1.272 4.033 1.269 0.282
H -0.549 4.750 -0.624 0.283
O -3.185 0.677 -0.487 -0.676
C -2.580 -0.559 -0.341 0.292
C 0.797 -1.265 -1.882 1.048
O 0.906 -2.390 -1.651 -0.488
O 0.709 -0.129 -2.126 -0.552
C -2.282 -1.014 0.994 -0.167
C -3.054 -0.594 2.097 -0.200
C -2.709 -0.945 3.391 -0.223
C -1.594 -1.738 3.633 -0.208
C -0.839 -2.190 2.552 -0.197
C -1.171 -1.839 1.260 -0.188
C -2.416 -1.280 -1.565 -0.075
C -2.465 -0.616 -2.806 -0.212
C -2.341 -1.318 -3.987 -0.208
C -2.181 -2.702 -3.979 -0.196
C -2.167 -3.376 -2.762 -0.195
C -2.286 -2.685 -1.574 -0.213
H -3.293 1.068 0.385 0.478
H -3.987 -0.057 1.938 0.201
H -3.339 -0.628 4.213 0.225
H -1.331 -2.022 4.643 0.228
H 0.025 -2.820 2.722 0.226
H -0.552 -2.178 0.439 0.227
H -2.608 0.456 -2.833 0.221
H -2.377 -0.783 -4.928 0.224
H -2.089 -3.248 -4.907 0.226
H -2.074 -4.454 -2.740 0.225
H -2.312 -3.233 -0.642 0.224
O 4.266 2.211 -1.591 -0.642
C 4.441 1.170 -0.769 0.384
C 5.720 0.610 -0.712 -0.277
C 5.964 -0.466 0.111 -0.124
C 4.954 -1.025 0.903 -0.257
C 3.695 -0.486 0.859 -0.135
C 3.418 0.616 0.031 -0.263
C 2.074 1.158 -0.003 0.780
O 1.737 2.168 -0.692 -0.718
O 1.125 0.608 0.670 -0.688
H 3.337 2.500 -1.573 0.509
H 6.496 1.041 -1.329 0.241
H 6.960 -0.889 0.143 0.229
H 5.167 -1.873 1.538 0.230
H 2.892 -0.897 1.457 0.231
```